Entry 1:
The following is a DFT calculation (ωB97M-V/def2-TZVPD) of a cluster of 2 separate species, C5H7NO in total.

XYZ file:
```
14
C5H7NO, DFT ωB97M-V/def2-TZVPD
C -2.908 0.239 -0.246
C -1.877 0.582 0.282
C -0.625 0.944 0.868
C 0.538 0.503 0.365
N 0.623 -0.311 -0.753
C 1.811 -0.842 -1.195
O 2.883 -0.652 -0.667
H -3.833 -0.055 -0.691
H -0.622 1.577 1.748
H 1.499 0.740 0.808
H -0.238 -0.554 -1.226
H 1.680 -1.465 -2.097
H 0.461 -2.343 1.855
H 0.140 -1.672 1.856
```

Calculated values
energy relative to the best compared isomer or geometry (same formula, charge and spin)	68.7	kcal per mole
gap between HOMO and LUMO	9.4	eV
LUMO	0.6	eV
max |F|	0.00938	Eh/bohr
SMILES	C#C/C=C\NC=O.[H][H]

Mulliken population analysis, charges in e, atoms 1 to 8: 0.479, -0.583, -0.722, -0.270, -0.059, 0.066, -0.525, 0.409

Entry 2:
The following is a DFT calculation (ωB97M-V/def2-TZVPD) of a cluster of 2 separate species, C11H15NO in total at a distorted geometry.

XYZ file:
```
28
C11H15NO, DFT ωB97M-V/def2-TZVPD
C -1.551 -1.293 2.090
C -1.790 -0.655 0.658
C -2.202 -1.460 -0.319
N -2.093 -0.799 -1.587
C -1.510 0.403 -1.305
C -1.034 1.416 -2.183
C -0.353 2.553 -1.698
C 0.020 2.669 -0.349
C -0.313 1.619 0.487
C -1.237 0.518 0.112
H -2.288 -0.892 2.791
H -0.518 -1.181 2.380
H -1.905 -2.321 1.968
H -3.079 -2.134 -0.272
H -2.890 -0.752 -2.352
H -1.138 1.251 -3.261
H 0.071 3.068 -2.546
H 0.697 3.552 -0.103
H 0.290 1.470 1.382
C 2.226 -0.487 -0.447
C 2.479 -1.133 0.882
O 3.140 -0.383 1.906
H 1.524 0.407 -0.502
H 1.801 -1.306 -1.122
H 3.224 -0.239 -0.888
H 1.508 -1.199 1.243
H 2.958 -2.102 0.862
H 3.964 -0.591 2.173
```

Calculated values
energy relative to the best compared isomer or geometry (same formula, charge and spin)	58.9	kcal per mole
gap between HOMO and LUMO	8.9	eV
LUMO	0.8	eV
max |F|	0.10325	Eh/bohr
SMILES	Cc1c[nH]c2ccccc12.CCO

Mulliken population analysis, charges in e, atoms 1 to 8: -1.227, 0.480, -0.523, -0.226, -0.315, -0.532, -0.458, -0.306

Entry 3:
The following is a DFT calculation (ωB97M-V/def2-TZVPD) of a cluster of 2 separate species, C5H5BrN2O6S in total at a distorted geometry.

XYZ file:
```
20
C5H5BrN2O6S, DFT ωB97M-V/def2-TZVPD
C 1.596 0.306 1.518
C 0.549 -0.211 0.528
C -0.674 0.347 0.450
N -1.425 1.124 1.283
O -1.102 1.422 2.397
O -2.498 1.391 0.695
S -1.609 -0.247 -0.926
O -2.635 -1.086 -0.400
O -2.036 0.663 -1.970
C -0.212 -1.257 -1.472
C 0.751 -1.091 -0.606
N 1.918 -1.958 -0.392
O 2.687 -2.449 -1.190
O 1.869 -2.321 0.762
H 1.250 1.291 1.950
H 2.642 0.350 1.235
H 1.539 -0.432 2.299
H -0.160 -1.814 -2.387
Br -0.701 3.461 -1.667
H -1.750 2.510 -2.105
```

Calculated values
energy relative to the best compared isomer or geometry (same formula, charge and spin)	21.6	kcal per mole
gap between HOMO and LUMO	8.3	eV
LUMO	-2.4	eV
max |F|	0.06141	Eh/bohr
SMILES	CC1=C([N+](=O)[O-])S(=O)(=O)C=C1[N+](=O)[O-].Br

Mulliken population analysis, charges in e, atoms 1 to 8: -1.474, 0.844, -0.158, 1.008, -0.587, -0.581, 1.122, -0.602

Entry 4:
The following is a DFT calculation (ωB97M-V/def2-TZVPD) of the ion C9H10NS2 with charge +1 at a distorted geometry.

XYZ file:
```
22
C9H10NS2, DFT ωB97M-V/def2-TZVPD
C 2.030 0.221 -1.471
C 2.115 1.632 -1.437
C 1.026 -0.469 -0.897
C 1.224 2.247 -0.504
C 0.065 0.201 -0.137
C 0.200 1.611 0.063
C -2.138 -0.005 -0.121
C -1.030 -2.126 0.236
C -0.950 -0.502 1.991
N -1.039 -0.582 0.519
S -2.889 0.179 -1.469
S -0.830 2.494 1.085
H 2.683 -0.292 -2.059
H 2.998 2.045 -2.082
H 1.170 -1.484 -0.984
H 1.342 3.370 -0.419
H -1.109 -2.240 -0.896
H -0.165 -2.471 0.647
H -1.857 -2.503 0.723
H -0.372 0.456 2.322
H -2.017 -0.297 2.452
H -0.457 -1.483 2.437
```

Calculated values
energy relative to the best compared isomer or geometry (same formula, charge and spin)	102.4	kcal per mole
net charge	+1
gap between HOMO and LUMO (spin up / spin down)	5.8 / 8.0	eV
LUMO (spin up / spin down)	-6.0 / -4.6	eV
max |F|	0.12800	Eh/bohr

Mulliken population analysis, charges in e, atoms 1 to 8: -0.732, -0.534, -0.359, -0.277, 0.460, -0.132, 0.231, -1.400

Entry 5:
The following is a DFT calculation (ωB97M-V/def2-TZVPD) of a cluster of 2 separate species, C5H16N2O in total at a distorted geometry.

XYZ file:
```
24
C5H16N2O, DFT ωB97M-V/def2-TZVPD
C 0.080 2.773 -0.396
C -0.203 1.254 -0.440
C 0.597 0.541 0.670
C -0.253 -0.089 1.787
C -1.044 -1.361 1.354
N -0.135 -2.387 0.929
N 0.167 0.634 -1.707
H -0.746 3.296 -0.879
H 1.027 2.916 -0.920
H 0.098 3.183 0.614
H -1.274 1.115 -0.315
H 1.398 1.116 1.141
H 1.123 -0.300 0.205
H 0.453 -0.359 2.556
H -0.988 0.615 2.186
H -1.805 -1.186 0.591
H -1.495 -1.741 2.270
H 0.240 -3.038 1.627
H 0.582 -2.132 0.238
H -0.635 0.351 -2.246
H 0.839 1.105 -2.303
H -0.028 -2.483 -2.530
H 1.086 -1.455 -2.093
O 0.914 -2.370 -2.341
```

Calculated values
energy relative to the best compared isomer or geometry (same formula, charge and spin)	13.8	kcal per mole
net charge	+1
gap between HOMO and LUMO (spin up / spin down)	9.9 / 4.7	eV
LUMO (spin up / spin down)	-3.2 / -8.3	eV
max |F|	0.03274	Eh/bohr
multiplicity	2
expectation value of S²	0.7545

Mulliken population analysis, charges in e, atoms 1 to 8: -1.387, 0.080, -0.792, -0.626, -0.381, -0.044, -0.485, 0.336

Entry 6:
The following is a DFT calculation (ωB97M-V/def2-TZVPD) of a cluster of 4 separate species, C38H72N4O12P in total at a distorted geometry.

XYZ file:
```
127
C38H72N4O12P, DFT ωB97M-V/def2-TZVPD
C -2.054 0.663 0.527
C -1.253 0.622 -0.544
C -1.377 1.495 -1.801
C -0.890 2.929 -1.543
C -1.865 3.930 -0.911
N -1.917 3.931 0.555
N -2.811 1.492 -2.230
C -3.205 0.416 -2.945
N -4.081 -0.460 -2.548
C -4.817 -0.414 -1.272
C -6.137 -1.192 -1.386
C -6.571 -1.666 -0.010
C -5.680 -2.848 0.462
C -5.213 -2.678 1.919
O -3.862 -2.238 1.960
C -2.950 -3.342 2.013
N -2.635 0.222 -4.210
C -1.245 0.783 -4.298
P -1.115 2.444 -5.174
O -2.208 3.393 -4.379
O -1.872 2.126 -6.590
C -0.571 0.751 -2.911
C 0.892 1.195 -3.068
C 1.819 0.704 -1.944
C 3.262 0.614 -2.456
C 4.255 0.098 -1.399
C 4.863 -1.271 -1.757
C 6.300 -1.442 -1.276
C 6.523 -1.049 0.200
C 7.606 -1.917 0.878
C 8.805 -1.108 1.379
C 9.996 -1.996 1.778
C 10.090 -2.225 3.289
C 11.371 -2.948 3.690
H -2.906 1.334 0.539
H -1.900 0.070 1.416
H -0.425 -0.078 -0.525
H -0.544 3.388 -2.464
H -0.040 2.852 -0.863
H -2.876 3.851 -1.312
H -1.509 4.915 -1.219
H -1.222 3.337 0.976
H -2.831 3.733 0.924
H -3.448 1.749 -1.488
H -4.295 -1.235 -3.157
H -5.065 0.606 -0.998
H -4.206 -0.910 -0.520
H -6.894 -0.497 -1.762
H -6.088 -1.997 -2.121
H -6.598 -0.837 0.695
H -7.594 -2.018 -0.095
H -6.217 -3.781 0.315
H -4.788 -2.845 -0.164
H -5.352 -3.609 2.471
H -5.812 -1.922 2.426
H -2.022 -3.017 1.544
H -2.775 -3.598 3.054
H -3.326 -4.202 1.460
H -3.253 0.639 -4.897
H -0.670 0.102 -4.926
H -2.974 3.570 -4.937
H -2.788 1.826 -6.510
H -0.542 -0.303 -2.623
H 1.007 2.264 -3.215
H 1.260 0.728 -3.984
H 1.537 -0.307 -1.641
H 1.792 1.397 -1.104
H 3.566 1.625 -2.747
H 3.287 0.028 -3.375
H 5.094 0.792 -1.370
H 3.798 0.079 -0.412
H 4.864 -1.363 -2.846
H 4.241 -2.095 -1.399
H 7.007 -0.916 -1.920
H 6.553 -2.501 -1.369
H 6.849 -0.015 0.255
H 5.577 -1.148 0.729
H 7.147 -2.462 1.705
H 7.987 -2.673 0.189
H 8.506 -0.509 2.239
H 9.119 -0.446 0.570
H 9.933 -2.978 1.306
H 10.921 -1.521 1.445
H 9.232 -2.831 3.592
H 10.017 -1.267 3.806
H 11.458 -3.895 3.160
H 11.376 -3.124 4.765
H 12.242 -2.336 3.454
C -0.094 -3.879 6.788
C -1.314 -4.737 6.571
C -1.108 -6.215 6.811
O -2.072 -6.803 5.926
C -2.277 -5.938 4.908
O -2.866 -6.195 3.910
O -1.713 -4.735 5.185
H -0.317 -2.834 6.575
H 0.249 -3.957 7.820
H 0.713 -4.183 6.121
H -2.156 -4.360 7.158
H -1.302 -6.518 7.836
H -0.112 -6.554 6.514
C 5.082 5.354 -1.601
C 4.739 4.685 -0.294
C 5.543 5.154 0.897
O 5.549 3.991 1.735
C 5.417 2.906 0.936
O 5.581 1.784 1.284
O 5.076 3.285 -0.324
H 4.476 4.948 -2.411
H 4.904 6.427 -1.539
H 6.127 5.181 -1.858
H 3.666 4.763 -0.094
H 5.094 5.994 1.419
H 6.575 5.399 0.635
C -10.618 3.166 -3.120
C -10.542 2.538 -1.752
C -9.466 3.096 -0.849
O -9.157 1.970 -0.014
C -9.454 0.848 -0.712
O -9.149 -0.252 -0.381
O -10.143 1.154 -1.833
H -11.401 2.696 -3.714
H -10.836 4.231 -3.040
H -9.678 3.034 -3.656
H -11.518 2.572 -1.262
H -9.798 3.936 -0.245
H -8.565 3.378 -1.400
```

Calculated values
net charge	+1
gap between HOMO and LUMO	8.7	eV
LUMO	-2.7	eV
max |F|	0.02494	Eh/bohr

Mulliken population analysis, charges in e, atoms 1 to 8: -1.484, -0.371, 2.699, -1.193, -1.225, -0.593, -0.037, 0.094